# 1
Entry from the OMol25 dataset: a molecular structure, C36H30BaBrF6N5O6S2SeSi in a non-equilibrium geometry (ωB97M-V/def2-TZVPD).

Properties
HOMO energy ... -1.561 eV
LUMO ... 3.2 eV
Net charge ... -2
Kohn-Sham gap ... 4.74 eV
ΔE to the lowest compared entry with this formula, charge and spin ... 65.0 kcal/mol

Geometry as XYZ:
```
89
C36H30BaBrF6N5O6S2SeSi (ωB97M-V/def2-TZVPD)
Ba 1.0126 -0.1264 0.1234
O 4.8265 2.7508 5.5565
C 4.0143 2.3685 4.5276
C 4.3027 1.2910 3.6969
C 3.3959 1.0010 2.6994
N 2.2676 1.6824 2.4653
C 2.0406 2.7039 3.2630
Br 0.4914 3.7332 2.9644
C 2.8635 3.0972 4.3130
H 5.5792 2.1500 5.5911
H 5.1952 0.6915 3.8198
H 3.5889 0.1598 2.0422
H 2.6115 3.9444 4.9314
F 3.1504 -4.2617 2.0686
C 1.9650 -3.8789 2.5295
F 1.0221 -4.7320 2.1790
F 2.0306 -3.8007 3.8556
S 1.5189 -2.1333 1.8692
O 0.2317 -2.2170 1.1952
O 1.6256 -1.2884 3.0208
N 2.7115 -1.7251 0.7227
S 2.3301 -2.4579 -0.7362
O 1.4984 -1.6189 -1.6106
O 2.0156 -3.8468 -0.5809
C 3.9923 -2.4172 -1.5324
F 4.9017 -3.0194 -0.7689
F 4.3633 -1.1622 -1.7540
F 3.8978 -3.0735 -2.6872
C -0.7561 -0.7904 -3.3628
Si -1.8853 -2.1842 -2.7979
C -3.5835 -1.8129 -3.5166
C -1.1834 -3.6461 -3.7769
N -1.9227 -2.3708 -1.1068
C -2.8296 -3.1941 -0.5648
C -3.5655 -4.1953 -1.2882
C -4.5544 -4.9939 -0.7463
C -4.9277 -4.8841 0.5876
C -4.2418 -3.9423 1.3508
C -3.2358 -3.1675 0.8184
O -2.6349 -2.2296 1.6613
C -2.1743 -2.6635 2.8599
C -1.9516 -4.0077 3.1634
C -1.4674 -4.3459 4.4201
C -1.1994 -3.3811 5.3787
C -1.4077 -2.0433 5.0580
C -1.8929 -1.6802 3.8109
H -1.1319 -0.3738 -4.3040
H 0.2250 -1.2142 -3.5653
H -0.6007 0.0731 -2.7121
H -3.5221 -1.5989 -4.5881
H -3.9902 -0.9304 -3.0160
H -4.2949 -2.6272 -3.3661
H -1.1598 -3.4046 -4.8453
H -1.7417 -4.5759 -3.6516
H -0.1581 -3.8391 -3.4479
H -3.3321 -4.3270 -2.3378
H -5.0461 -5.7151 -1.3929
H -5.7139 -5.4900 1.0178
H -4.4787 -3.8030 2.4007
H -2.1507 -4.7615 2.4147
H -1.2880 -5.3916 4.6433
H -0.8197 -3.6638 6.3527
H -1.1868 -1.2690 5.7823
H -2.0474 -0.6459 3.5398
N 2.3825 9.7807 -3.5891
C 2.4037 8.6868 -3.2305
C 2.4353 7.3106 -2.7817
C 3.2760 6.3929 -3.4052
C 3.3084 5.0837 -2.9676
C 2.5092 4.6474 -1.8966
C 1.6622 5.5939 -1.2920
C 1.6218 6.9033 -1.7236
C 2.5385 3.3032 -1.4372
C 2.3489 2.1856 -0.9573
H 3.9009 6.7065 -4.2317
H 3.9573 4.3644 -3.4496
H 1.0259 5.2601 -0.4823
H 0.9596 7.6152 -1.2495
Se -1.3271 1.8356 0.0805
C -1.9598 3.0058 -1.2094
C -1.2402 3.3482 -2.3652
C -1.7550 4.2640 -3.2648
N -2.9346 4.8835 -3.1488
C -3.6285 4.5443 -2.0568
C -3.2037 3.6480 -1.0946
H -0.2613 2.9228 -2.5600
H -1.1640 4.5200 -4.1405
H -4.5971 5.0226 -1.9331
H -3.8521 3.4472 -0.2509
```

Atom charges from the Löwdin analysis, given in e for atoms 1 to 4: atom 1 (Ba): 1.680, atom 2 (O): 0.056, atom 3 (C): -0.315, atom 4 (C): 0.002


# 2
Entry from the OMol25 dataset: a molecular structure, C36H30Cl9FN2O3SSiV (ωB97M-V/def2-TZVPD).

Properties
Expectation value of S² ... 3.797
HOMO energy (alpha / beta) ... -0.027 / -2.314 eV
LUMO (alpha / beta) ... 4.1 / 4.1 eV
Net charge ... -2
Kohn-Sham gap (alpha / beta) ... 4.10 / 6.39 eV
2S+1 ... 4

Geometry as XYZ:
```
84
C36H30Cl9FN2O3SSiV (ωB97M-V/def2-TZVPD)
V -0.2180 -0.1602 0.1926
C 1.3332 2.3016 6.7577
C 0.3404 1.1557 6.9370
C 0.8933 0.1558 7.9433
C 0.0172 -1.0790 8.0309
C -0.0711 -1.7146 6.6728
C -0.1363 -3.1091 6.5277
C -0.2115 -3.6301 5.2541
F -0.2782 -4.9871 5.1243
C -0.2259 -2.8580 4.1177
C -0.1522 -1.4553 4.2436
C -0.2060 -0.6075 3.0991
O -0.2411 -1.1477 1.9090
C -0.3491 0.7891 3.3153
C -0.2461 1.2943 4.5688
N 0.0501 0.4970 5.6690
C -0.0574 -0.8969 5.5531
C -0.5787 1.7041 2.1437
O 1.3784 3.1390 2.3244
O -1.3324 1.0897 1.1375
H 1.6113 2.6987 7.7363
H 0.9363 3.1210 6.1639
H 2.2311 1.9354 6.2576
H -0.5984 1.5688 7.3478
H 0.9916 0.6567 8.9101
H 1.8969 -0.1405 7.6197
H -0.9792 -0.7974 8.3943
H 0.4273 -1.7914 8.7520
H -0.1237 -3.7642 7.3880
H -0.2923 -3.2955 3.1324
H -0.3840 2.3472 4.7622
Cl -3.3566 1.3136 -1.2127
C -4.1144 0.0460 -0.2975
C -5.3681 0.3295 0.2223
C -6.0765 -0.6493 0.8986
C -5.5124 -1.9093 1.0347
C -4.2538 -2.1553 0.5160
Cl -3.6302 -3.7698 0.7626
C -3.4825 -1.1970 -0.1563
S -1.8987 -1.6126 -0.7574
H -5.7752 1.3200 0.0768
H -7.0534 -0.4348 1.3111
H -6.0286 -2.7047 1.5529
Cl 3.0640 0.7134 -0.8788
C 2.9326 -0.9641 -0.3795
C 1.6791 -1.5109 -0.1379
C 1.7322 -2.8719 0.1827
Cl 0.2635 -3.7767 0.4022
C 2.9099 -3.6066 0.3019
Cl 2.8966 -5.2905 0.7166
C 4.1352 -2.9838 0.0840
Cl 5.6166 -3.8690 0.2389
C 4.1469 -1.6437 -0.2705
Cl 5.6696 -0.8615 -0.5580
C 0.7412 2.1468 1.4990
Si 0.3285 2.7641 -0.2682
C 1.8489 3.8636 -0.6399
C -1.1090 3.9637 -0.1796
N 0.0271 1.3892 -1.2725
C -0.3084 1.5662 -2.5921
C -0.0383 2.7588 -3.2990
C -0.4154 2.9483 -4.6196
C -1.0833 1.9590 -5.3235
C -1.3575 0.7702 -4.6505
C -0.9752 0.5692 -3.3397
H 1.9347 3.6771 1.7540
H 1.4190 1.2686 1.4633
H -1.0842 2.6125 2.5101
H 1.7911 4.7623 -0.0156
H 1.9062 4.2184 -1.6688
H 2.7937 3.3584 -0.4315
H -0.8554 4.8407 0.4209
H -1.9730 3.4602 0.2508
H -1.3813 4.3017 -1.1820
H 0.4784 3.5680 -2.8008
H -0.1788 3.8936 -5.0983
H -1.3888 2.1086 -6.3516
H -1.8990 -0.0264 -5.1540
H -1.2318 -0.3519 -2.8438
Cl -0.2353 -3.1631 -5.5376
C 0.9498 -1.9435 -4.9824
Cl 1.2563 -1.9995 -3.2615
H 0.5401 -0.9676 -5.2248
H 1.8738 -2.1381 -5.5173
```

Atom charges from the Löwdin analysis, given in e for atoms 1 to 4: atom 1 (V): 0.734, atom 2 (C): -0.058, atom 3 (C): -0.350, atom 4 (C): -0.169